The following is a quantum chemistry calculation of 2 unconnected molecules or ions with the total composition C4H10SSi at a distorted geometry, from the OMol25 dataset.

Last columns: bonded neighbours and bond lengths (Å).
Element x y z (Å)
1 C 0.70572 -1.22126 -3.50079  S6 1.524
2 C -1.12019 -1.28609 0.44909  Si5 1.972, H8 1.145, H9 1.096, H10 1.117
3 C 1.85348 0.02449 0.49215  Si5 1.904, H11 1.182, H12 1.143, H13 1.148
4 C -0.76326 1.60702 0.93576  Si5 1.855, H14 1.108, H15 1.124, H16 1.136
5 Si 0.03483 0.23874 -0.02901  C2 1.972, C3 1.904, C4 1.855, H7 1.593
6 S -0.80543 -1.12598 -3.32897  C1 1.524
7 H 0.03511 0.65067 -1.56803  Si5 1.593
8 H -1.00395 -2.19061 -0.24244  C2 1.145
9 H -1.23714 -1.55509 1.50556  C2 1.096
10 H -2.17121 -0.98759 0.21698  C2 1.117
11 H 2.04928 -0.05885 1.65470  C3 1.182
12 H 2.40665 -0.88537 0.07724  C3 1.143
13 H 2.51976 0.87475 0.10229  C3 1.148
14 H -1.86704 1.64912 0.85516  C4 1.108
15 H -0.28407 1.72607 1.94504  C4 1.124
16 H -0.35253 2.53997 0.43528  C4 1.136

The HOMO energy comes out at -10.481 eV. The calculation puts the orbital gap at 10.39 eV. The LUMO energy is -0.09 eV. The charge is 0. The value obtained for the energy above the lowest of the compared OMol25 structures with the same formula, charge and spin is 2.953 eV.

Charges in e, computed with Mulliken, in the same order as the atoms: number 1, C, carries 0.049; number 2, C, carries -1.049; number 3, C, carries -0.941; number 4, C, carries -0.931; number 5, Si, carries 0.479; number 6, S, carries -0.070; number 7, H, carries -0.172; number 8, H, carries 0.270; number 9, H, carries 0.363; number 10, H, carries 0.293; number 11, H, carries 0.296; number 12, H, carries 0.298; number 13, H, carries 0.277; number 14, H, carries 0.283; number 15, H, carries 0.300; number 16, H, carries 0.255